# 1
{
  "formula": "C17H23N3O3S2",
  "method": "wB97M-V/def2-TZVPD",
  "elements": ["C", "C", "C", "C", "C", "C", "C", "C", "O", "N", "C", "C", "C", "C", "S", "O", "O", "N", "C", "N", "C", "C", "S", "C", "C", "H", "H", "H", "H", "H", "H", "H", "H", "H", "H", "H", "H", "H", "H", "H", "H", "H", "H", "H", "H", "H", "H", "H"],
  "positions_angstrom": [[-3.777216, -2.799732, -0.245720], [-4.897030, -1.821161, 0.095884], [-4.493427, -0.798421, 1.169736], [-4.232183, 0.611472, 0.634499], [-3.070003, 0.679684, -0.357896], [-2.954225, 2.061230, -1.034121], [-2.764646, 3.213572, -0.054847], [-1.756209, 0.371270, 0.345465], [-1.541818, 0.608741, 1.509166], [-0.825997, -0.179121, -0.505638], [0.482819, -0.564328, -0.242164], [1.072499, -0.426946, 1.015611], [2.379277, -0.833396, 1.208549], [3.092816, -1.373311, 0.156597], [4.778030, -1.890207, 0.382188], [4.986637, -3.180733, -0.194905], [5.201162, -1.643144, 1.724406], [5.589644, -0.832200, -0.675387], [5.875586, 0.453015, -0.325969], [6.799638, 1.175391, -0.855366], [6.804334, 2.429761, -0.333929], [5.865935, 2.675197, 0.609095], [4.902683, 1.260435, 0.885199], [2.524206, -1.523223, -1.094343], [1.221169, -1.117605, -1.294418], [-4.092672, -3.479693, -1.034697], [-2.880350, -2.281254, -0.576965], [-3.516173, -3.391468, 0.628679], [-5.218300, -1.299186, -0.808452], [-5.753142, -2.399153, 0.448596], [-3.601853, -1.148852, 1.691638], [-5.289824, -0.720400, 1.912008], [-5.134631, 0.989375, 0.148736], [-4.000203, 1.255613, 1.482774], [-3.235127, -0.057859, -1.149565], [-2.108842, 2.041455, -1.728358], [-3.858876, 2.232178, -1.622498], [-3.662225, 3.373396, 0.535520], [-1.939054, 3.012630, 0.622744], [-2.549135, 4.130071, -0.599350], [-1.119149, -0.322151, -1.463028], [0.503066, -0.005215, 1.826531], [2.859507, -0.737150, 2.168862], [6.243450, -1.261172, -1.312752], [7.537470, 3.127950, -0.693426], [5.680641, 3.574816, 1.158034], [3.106410, -1.961412, -1.888693], [0.765323, -1.228769, -2.268037]],
  "atomic_forces_ev_per_a": [[-0.259, 0.062, -0.060], [0.152, -0.062, 0.153], [-0.217, 0.130, -0.132], [0.269, -0.233, 0.058], [-0.301, 0.251, 0.163], [0.057, -0.001, 0.072], [0.002, -0.089, -0.166], [-0.249, -0.195, -0.536], [0.031, 0.084, 0.362], [0.008, -0.079, -0.396], [0.382, -0.049, 0.246], [-0.136, 0.051, 0.102], [0.075, -0.115, -0.052], [0.605, -0.180, 0.278], [0.386, 0.124, -0.590], [-0.122, 0.036, -0.277], [-0.343, 0.200, -0.006], [-0.402, -1.157, 0.256], [-0.531, 0.995, 0.909], [0.256, -0.849, -0.592], [-0.326, 0.361, 0.391], [-0.093, -0.164, -0.052], [0.616, 0.542, -0.353], [-0.190, 0.003, -0.124], [0.114, -0.019, 0.068], [0.067, -0.103, -0.072], [0.154, 0.034, -0.044], [0.083, -0.068, 0.071], [-0.092, 0.013, -0.045], [-0.054, 0.039, -0.072], [0.010, -0.025, 0.118], [0.062, -0.024, 0.076], [-0.024, 0.067, -0.025], [-0.054, 0.102, -0.048], [0.056, -0.044, 0.017], [-0.064, 0.010, -0.079], [0.035, -0.068, -0.068], [-0.058, 0.054, 0.110], [0.073, 0.062, 0.112], [0.001, 0.098, 0.005], [-0.065, 0.052, 0.223], [0.023, -0.008, -0.001], [-0.014, 0.050, 0.156], [0.029, -0.252, -0.007], [0.090, 0.199, 0.012], [0.003, 0.217, 0.126], [-0.009, -0.031, -0.187], [-0.037, -0.022, -0.100]],
  "e_above_lowest_kj_mol": 11.0,
  "smiles": "CCCC[C@@H](CC)C(=O)Nc1ccc(S(=O)(=O)Nc2nccs2)cc1",
  "homo_energy_ev": -8.584,
  "homo_lumo_gap_ev": 8.86,
  "e_lumo_ev": 0.28,
  "total_charge": 0
}

=====

# 2
{
  "formula": "C3H7NO4S",
  "method": "wB97M-V/def2-TZVPD",
  "elements": ["C", "C", "C", "N", "O", "S", "O", "O", "O", "H", "H", "H", "H", "H", "H", "H"],
  "positions_angstrom": [[-1.499397, -0.936653, 1.323212], [-1.375156, -0.482144, 0.070018], [-0.290399, 0.385895, -0.350882], [0.664974, -0.666297, -1.392261], [-0.769755, 1.442897, -1.098394], [1.090091, 0.669315, 0.821862], [0.793559, 1.662732, 1.824116], [1.769458, -0.514258, 1.084019], [2.055901, 1.343735, -0.283049], [-2.192442, -1.740758, 1.546376], [-0.844916, -0.751563, 2.078832], [-2.196185, -0.650253, -0.704857], [0.760451, -1.390633, -0.601125], [-0.094793, -0.905058, -1.996169], [-0.005198, 1.947037, -1.452724], [2.133808, 0.586005, -0.868976]],
  "atomic_forces_ev_per_a": [[-1.568, -1.427, -2.780], [-2.165, -0.174, 0.952], [1.661, -1.511, -2.854], [-1.131, 1.211, 4.092], [1.230, 0.084, 0.529], [-0.230, 4.822, -0.714], [0.038, -1.173, -0.960], [0.482, -3.223, 1.571], [-0.858, 1.046, 1.008], [-0.426, 0.405, -0.030], [1.945, 0.809, 1.929], [1.423, 0.017, 1.021], [-0.046, 0.607, -2.300], [-0.341, -0.732, -0.615], [-0.469, -0.303, 0.268], [0.456, -0.459, -1.116]],
  "e_above_lowest_kj_mol": 257.8,
  "smiles": "C=C[C@@](N)(O)S(=O)(=O)O",
  "homo_energy_ev": -10.307,
  "homo_lumo_gap_ev": 10.93,
  "e_lumo_ev": 0.62,
  "total_charge": 0
}

=====

# 3
{
  "formula": "C15H43FIN14O28P",
  "method": "wB97M-V/def2-TZVPD",
  "elements": ["O", "C", "F", "N", "C", "O", "P", "I", "H", "H", "H", "H", "C", "N", "O", "O", "H", "H", "H", "C", "N", "O", "O", "H", "H", "H", "C", "N", "O", "O", "H", "H", "H", "C", "N", "O", "O", "H", "H", "H", "C", "N", "O", "O", "H", "H", "H", "C", "N", "O", "O", "H", "H", "H", "C", "N", "O", "O", "H", "H", "H", "C", "N", "O", "O", "H", "H", "H", "C", "N", "O", "O", "H", "H", "H", "C", "N", "O", "O", "H", "H", "H", "C", "N", "O", "O", "H", "H", "H", "C", "N", "O", "O", "H", "H", "H", "C", "N", "O", "O", "H", "H", "H"],
  "positions_angstrom": [[-3.484365, -1.710112, 0.825741], [-4.221143, -0.948560, 0.254309], [-4.356683, -1.003540, -1.067562], [-4.922100, 0.047901, 0.875904], [-6.137102, 0.522708, 0.180852], [-6.172224, 1.628040, -0.284060], [-7.716269, -0.599507, 0.008062], [-9.847433, -1.972843, -0.212590], [-5.072945, -0.195263, 1.844982], [-8.462064, 0.417754, 0.625615], [-7.108083, -1.622335, 0.764098], [-7.516391, -0.656845, -1.378423], [-0.329727, -1.327727, 0.693163], [0.635998, -2.088727, 1.528478], [0.469284, -3.285477, 1.663873], [1.548988, -1.465334, 2.026260], [-1.078171, -2.016766, 0.318012], [-0.777071, -0.576388, 1.321265], [0.230672, -0.879724, -0.114983], [-1.263640, 3.440064, 0.582865], [-0.878804, 2.026024, 0.834489], [-0.644721, 1.325957, -0.134852], [-0.836401, 1.655583, 1.988129], [-1.253575, 3.607967, -0.488116], [-2.255944, 3.584335, 0.993074], [-0.542125, 4.073119, 1.085316], [-0.003014, -2.202598, -2.940431], [0.674882, -1.133764, -3.720772], [0.354469, 0.017789, -3.505978], [1.507887, -1.485259, -4.526879], [-0.716091, -1.741342, -2.268039], [-0.503623, -2.854275, -3.650159], [0.762987, -2.741937, -2.389948], [3.017720, -4.777033, 1.734179], [3.485497, -6.183587, 1.839033], [3.691753, -6.769754, 0.797004], [3.628284, -6.647611, 2.949124], [2.946216, -4.520386, 0.683798], [2.053565, -4.711230, 2.217865], [3.750194, -4.154196, 2.239620], [1.856016, -9.323012, 0.371172], [1.042717, -10.013519, -0.667759], [0.446613, -11.019225, -0.342586], [1.031505, -9.519567, -1.772748], [1.767169, -9.875411, 1.298848], [2.884344, -9.302203, 0.026773], [1.465298, -8.316915, 0.477517], [-3.008161, 2.875035, -4.208674], [-3.086114, 3.686192, -2.963582], [-2.065745, 3.800271, -2.312564], [-4.154304, 4.173913, -2.677458], [-1.992345, 2.517295, -4.310284], [-3.706109, 2.049668, -4.108559], [-3.280954, 3.512833, -5.042067], [2.265935, -2.482117, 5.302789], [2.309487, -1.791144, 6.620132], [3.366660, -1.769401, 7.212581], [1.276077, -1.293956, 7.010476], [3.252574, -2.873634, 5.086536], [1.536454, -3.282734, 5.378377], [1.965907, -1.751374, 4.557724], [-0.178000, 7.212101, 3.498714], [-0.950906, 6.448447, 2.482748], [-1.632357, 5.518891, 2.863258], [-0.852215, 6.800877, 1.325229], [-0.368053, 6.779897, 4.471520], [0.868687, 7.136100, 3.235710], [-0.517543, 8.243102, 3.452608], [4.395721, -0.182292, -4.397560], [5.362233, -0.943577, -3.558380], [5.181875, -2.135513, -3.430666], [6.268121, -0.314069, -3.057022], [3.650145, -0.866035, -4.775129], [3.943686, 0.577142, -3.766464], [4.957535, 0.270633, -5.209001], [3.466187, 8.821229, 6.138499], [2.704937, 8.074900, 5.100414], [2.002644, 7.154678, 5.464715], [2.840910, 8.438901, 3.952523], [3.246274, 8.384794, 7.105035], [4.520360, 8.728900, 5.896687], [3.146728, 9.857788, 6.093676], [6.365809, -6.214544, -1.806713], [4.897594, -6.264710, -2.036525], [4.454552, -7.200611, -2.665101], [4.245204, -5.358901, -1.571663], [6.816642, -7.081717, -2.273648], [6.732709, -5.293778, -2.250378], [6.525505, -6.220050, -0.732732], [-0.349285, 0.820169, -6.732175], [-1.787751, 0.761102, -7.114966], [-2.182551, -0.232095, -7.678392], [-2.472178, 1.725721, -6.832335], [0.127745, -0.100342, -7.046632], [0.085440, 1.678226, -7.235671], [-0.298089, 0.937016, -5.653232], [-4.226808, 5.738009, 1.030110], [-5.348884, 6.317153, 1.817878], [-5.378335, 6.091197, 3.009487], [-6.161618, 6.980012, 1.211754], [-3.587981, 5.180913, 1.699426], [-4.661146, 5.092431, 0.270536], [-3.685257, 6.561789, 0.574897]],
  "atomic_forces_ev_per_a": [[-0.581, 0.471, -0.723], [1.541, -1.005, 1.830], [-0.431, 0.455, -0.315], [-0.769, -0.197, -1.135], [-0.184, 0.937, -0.252], [0.214, -0.587, 0.276], [0.683, 0.017, 0.282], [-0.308, -0.253, -0.038], [0.177, 0.115, 0.207], [0.056, -0.066, -0.195], [-0.256, 0.039, -0.082], [-0.114, 0.138, 0.127], [-0.066, -0.719, -0.118], [-0.115, -0.038, -0.119], [-0.206, 0.028, 0.016], [0.128, 0.055, 0.094], [0.029, -0.083, 0.125], [0.076, 0.191, 0.114], [0.127, 0.219, 0.099], [0.208, 0.027, -0.366], [-0.146, 0.325, -0.225], [-0.063, 0.237, 0.021], [0.031, -0.161, 0.036], [0.011, -0.078, 0.262], [0.042, -0.011, 0.144], [-0.056, -0.047, 0.163], [-0.145, -0.028, 0.167], [-0.110, -0.081, 0.157], [-0.017, 0.099, -0.036], [-0.050, -0.021, -0.144], [0.008, 0.096, -0.047], [0.117, -0.073, -0.025], [0.037, -0.080, -0.120], [0.135, 0.032, -0.063], [0.012, 0.319, -0.153], [0.088, -0.413, 0.092], [0.001, -0.084, 0.052], [0.033, -0.075, -0.022], [0.018, -0.005, 0.128], [-0.043, -0.007, 0.088], [0.016, -0.122, 0.187], [0.034, 0.005, 0.138], [-0.051, -0.083, 0.001], [-0.022, 0.052, -0.115], [-0.043, -0.050, -0.027], [-0.025, 0.139, -0.084], [0.076, 0.051, -0.129], [0.132, -0.052, -0.017], [0.054, -0.174, -0.161], [-0.050, 0.149, -0.138], [-0.091, 0.064, 0.079], [0.021, 0.033, 0.042], [-0.098, 0.073, -0.031], [-0.106, -0.005, 0.018], [0.124, -0.059, -0.122], [0.053, -0.078, -0.083], [0.075, 0.024, 0.063], [-0.107, 0.049, 0.043], [0.030, 0.016, 0.071], [-0.083, 0.068, -0.014], [-0.098, -0.028, 0.009], [-0.196, -0.076, 0.047], [-0.017, 0.158, 0.172], [0.025, -0.058, 0.137], [-0.001, -0.015, -0.127], [-0.037, -0.087, -0.029], [0.028, 0.076, -0.095], [0.065, 0.018, -0.107], [-0.043, -0.048, -0.117], [-0.070, 0.046, -0.068], [0.005, -0.109, 0.029], [0.085, 0.051, 0.049], [0.013, -0.075, 0.034], [0.081, 0.062, -0.008], [0.062, 0.098, 0.092], [0.000, -0.028, 0.201], [0.118, 0.028, 0.227], [0.066, -0.003, 0.052], [-0.010, 0.006, -0.121], [-0.041, -0.050, -0.027], [-0.007, 0.074, -0.078], [0.063, 0.019, -0.089], [0.151, -0.110, -0.050], [0.117, -0.089, -0.004], [-0.068, -0.062, -0.038], [-0.139, 0.301, -0.047], [-0.057, -0.027, -0.018], [-0.042, 0.067, 0.085], [-0.033, 0.090, 0.009], [0.098, -0.097, -0.041], [0.149, -0.005, -0.025], [-0.086, -0.095, -0.028], [-0.018, 0.026, 0.018], [-0.052, -0.028, -0.016], [-0.043, 0.067, 0.061], [0.006, 0.086, -0.008], [-0.023, -0.165, -0.072], [0.107, -0.071, -0.032], [-0.030, -0.008, 0.099], [-0.083, 0.077, -0.046], [-0.026, 0.070, 0.130], [-0.027, 0.136, -0.102], [-0.049, -0.008, -0.084]],
  "homo_energy_ev": -9.714,
  "homo_lumo_gap_ev": 9.05,
  "e_lumo_ev": -0.67,
  "total_charge": 0
}